Entry 1:
Below is C13H20ClIrN3O2 as an isolated structure in a non-equilibrium geometry, with properties calculated with wB97M-V/def2-TZVPD.

Values from the calculation:
**Spin multiplicity**: 6
**E**: -1385.7529 Eh
**Net charge**: +2

Cartesian coordinates (Å):
C1 -1.190 0.761 -4.786
H1 1.466 -0.342 5.238
H2 0.077 0.729 5.318
H3 2.787 -0.081 3.818
N1 0.145 0.786 1.210
C2 -0.191 0.514 2.441
C3 1.286 0.286 -4.440
H4 1.474 -3.081 -4.038
C4 -2.121 0.555 4.023
H5 -2.189 1.456 1.023
H6 -2.122 0.249 -4.493
C5 2.202 0.203 2.960
C6 1.970 0.705 -1.338
O1 0.277 -1.989 0.120
C7 2.110 -0.941 -4.224
C8 1.160 -2.044 -4.090
C9 -0.178 -1.541 -4.259
H7 -1.109 -2.099 -4.272
H8 -1.263 1.017 -5.862
H9 -0.124 -0.972 4.822
C10 -0.082 -0.158 -4.458
Ir1 1.293 -0.571 -2.473
H10 1.119 0.978 1.143
C11 -2.376 0.505 1.597
H11 -3.417 0.471 1.921
H12 -3.191 0.752 3.881
H13 2.279 -0.525 2.182
H14 -2.240 -0.285 0.806
C12 0.507 -0.106 4.791
O2 2.252 1.720 -0.773
H15 1.678 1.263 -4.658
C13 0.547 -1.427 -0.875
Cl1 -2.990 -0.426 -1.740
H16 3.190 -0.948 -4.234
H17 -2.035 -0.365 4.634
H18 -1.707 1.387 4.621
H19 -1.050 1.705 -4.230
N2 -1.517 0.394 2.712
N3 0.765 0.299 3.383
H20 2.509 1.167 2.600

---

Entry 2:
Below is an isolated ion of composition C27H45N2 and charge +1, with properties calculated with wB97M-V/def2-TZVPD.

Values from the calculation:
**SMILES string**: CCCCCCCCCCCCCCCCn1cc[n+](Cc2ccccc2)c1C
**E**: -1165.1477 Eh
**Net charge**: +1
**Energy above the lowest of the compared OMol25 structures with the same formula, charge and spin**: 4.6 kJ/mol

Cartesian coordinates (Å):
H1 3.792 2.726 -0.061
C1 -2.185 1.672 2.523
H2 1.789 3.187 1.696
C2 -4.051 -1.719 0.218
C3 -4.639 -2.693 -0.805
N1 2.787 0.373 -1.667
H3 3.018 -5.525 -1.225
C4 3.267 -4.554 1.999
H4 0.057 -1.997 0.488
C5 -0.981 3.415 1.102
H5 3.615 4.302 -0.808
H6 -6.019 -0.210 -1.226
H7 3.278 0.290 1.490
H8 -0.471 2.804 3.096
H9 2.238 4.762 1.055
C6 1.545 3.927 0.931
H10 1.165 -1.187 1.610
H11 4.611 0.265 0.336
C7 -5.202 -2.036 -2.067
N2 1.532 -0.880 -0.417
C8 1.941 -2.994 0.739
H12 1.674 -3.474 -1.336
H13 -1.007 2.953 0.113
H14 -1.834 -0.859 1.575
H15 4.069 0.850 -3.207
C9 -2.895 0.992 1.351
H16 -1.930 3.936 1.244
C10 -2.097 -0.171 0.767
H17 4.755 1.025 -1.586
C11 -0.851 2.340 2.183
C12 1.755 3.326 -0.460
H18 -3.098 1.722 0.566
C13 3.452 -5.321 0.861
H19 -4.828 -1.031 0.546
H20 -0.124 1.584 1.876
H21 1.312 2.328 -0.503
H22 -2.854 2.432 2.932
H23 2.653 2.849 -2.856
C14 3.240 3.278 -0.824
H24 -3.866 -3.410 -1.099
H25 2.371 -2.798 2.829
C15 3.862 1.188 -2.188
H26 -2.175 -1.649 -0.801
C16 2.518 -3.391 1.938
H27 -7.131 -1.581 -1.211
C17 3.688 -0.228 0.623
C18 2.882 -4.927 -0.338
C19 1.643 0.107 -2.368
C20 0.131 4.462 1.156
C21 -2.855 -0.936 -0.321
H28 -1.171 0.225 0.339
H29 -6.791 -0.733 -2.718
H30 3.914 -1.251 0.924
C22 3.515 2.680 -2.209
C23 2.704 -0.233 -0.478
H31 3.705 -4.859 2.936
H32 1.477 0.488 -3.354
H33 -4.409 -1.505 -2.598
C24 -6.355 -1.081 -1.785
H34 -2.016 0.931 3.309
H35 4.367 3.186 -2.664
H36 -3.731 -2.294 1.091
H37 1.238 3.947 -1.195
C25 0.861 -0.680 -1.588
H38 -3.853 0.621 1.714
H39 -5.557 -2.830 -2.728
H40 -0.108 -1.095 -1.774
C26 2.126 -3.770 -0.400
H41 -0.075 5.228 0.404
H42 0.102 4.949 2.133
C27 1.102 -1.737 0.667
H43 -3.187 -0.230 -1.084
H44 -5.439 -3.256 -0.321
H45 4.036 -6.227 0.909

---

Entry 3:
Below is one molecule with the formula C4H9NO3 in a non-equilibrium geometry, with properties calculated with wB97M-V/def2-TZVPD.

Values from the calculation:
**SMILES string**: CCC(O)(O)NC=O
**E**: -438.2647 Eh
**Energy above the lowest of the compared OMol25 structures with the same formula, charge and spin**: 169.0 kJ/mol

Cartesian coordinates (Å):
C1 0.921 2.175 -0.545
N1 0.871 0.849 -0.486
O1 -0.067 -0.963 -1.518
H1 -0.264 0.163 1.761
H2 1.888 2.622 -0.283
H3 1.204 -1.778 1.198
C2 -0.547 -0.533 0.968
H4 -1.006 1.892 -1.197
H5 1.465 0.234 0.103
H6 -1.630 -0.631 1.068
O2 -1.398 0.809 -1.049
O3 -0.085 2.881 -0.787
H7 -0.201 -2.344 2.100
C3 -0.369 0.067 -0.648
H8 -0.147 -2.565 0.352
C4 0.119 -1.884 1.163
H9 -0.753 -0.994 -2.199

---

Entry 4:
Below is C3H3NS as an isolated structure in a non-equilibrium geometry, with properties calculated with wB97M-V/def2-TZVPD.

Values from the calculation:
**E**: -568.8929 Eh
**Energy above the lowest of the compared OMol25 structures with the same formula, charge and spin**: 327.2 kJ/mol

Cartesian coordinates (Å):
S1 -2.412 -0.309 -0.142
H1 1.751 2.505 -0.267
C1 -0.865 -0.038 -0.239
N1 0.385 -1.473 0.115
C2 0.883 1.897 -0.356
H2 -0.337 -2.236 -0.034
C3 -0.007 1.059 -0.197
H3 0.601 -1.405 1.120